Entry 1:
This record from the OMol25 dataset describes a structure of composition C34H43ClN10O2RbS4Sb. The level of theory is ωB97M-V/def2-TZVPD.

Structure (XYZ):
```
96
Properties=species:S:1:pos:R:3
C 0.870 4.189 5.780
S 3.501 1.019 1.909
H -0.082 5.287 7.360
C 0.747 1.079 -5.760
H -0.870 3.937 -0.150
H -2.255 3.407 -3.826
C -3.318 -0.908 0.735
H -0.906 1.489 2.391
H 1.666 3.189 4.075
H -1.056 -2.783 -3.016
S 5.028 -0.138 0.993
H 0.723 0.347 -6.558
H 2.922 -0.433 -0.010
Sb 2.922 -0.026 4.140
H 0.877 -3.971 -2.783
C -0.029 5.135 6.288
N 0.013 4.627 2.189
C 1.272 -3.589 1.059
N -1.429 6.122 2.995
H -2.414 4.740 -1.822
H 0.191 -1.974 0.003
N -1.686 0.998 1.945
H -3.632 -6.134 -0.462
H -2.186 6.780 2.998
C 2.103 -4.114 -0.155
C -0.963 -4.636 -1.964
H 1.505 3.597 6.429
H -3.506 -2.493 -2.691
C -2.005 1.201 0.668
O 3.259 -4.815 0.359
H -3.804 -0.692 1.687
H -0.749 -3.460 0.220
O -1.587 2.158 -0.007
H 2.961 2.391 -3.514
H 2.421 -1.747 1.497
S 0.538 0.133 3.888
H -1.568 6.593 5.861
H -4.051 -1.404 0.100
C 2.137 -2.694 1.953
C 2.190 -0.640 -0.793
H -0.403 -2.395 1.592
C -0.327 2.641 -4.353
N -1.259 3.431 -3.709
Rb 1.223 2.609 0.290
N 0.672 3.814 -2.660
H 2.960 -5.397 1.063
H 1.595 -5.364 2.349
C 0.502 -4.837 -2.243
N 1.382 0.227 -1.387
H -1.251 6.034 -2.138
C 0.145 4.683 3.580
C -3.698 -4.300 -1.564
H 0.238 -4.357 2.772
C 0.007 -2.814 0.670
Cl -5.414 -4.087 -1.313
H 2.303 -5.663 -1.528
C 1.959 1.324 -5.098
C -0.755 5.618 4.101
C -1.476 5.727 0.524
H 3.633 -2.623 -0.342
H -2.853 0.342 -0.906
C 0.972 3.947 4.423
C 0.877 2.899 -3.687
H 2.840 0.768 -5.392
C -1.629 -3.528 -2.478
C 0.783 -4.767 1.921
C -2.992 -3.356 -2.288
C 2.825 -3.010 -0.969
S 3.485 1.698 5.626
H 0.983 -5.940 -0.437
H -1.357 1.523 -5.900
H 3.273 -3.476 -1.850
H 0.573 -5.687 -2.932
C -0.924 5.475 1.896
H -1.757 0.085 2.370
C -0.864 5.872 5.463
H 1.579 -2.436 2.855
H -2.491 -1.597 0.913
H 0.091 -0.119 -3.069
H -1.352 6.784 0.258
C -1.340 5.003 -1.773
N -2.909 0.327 0.099
C 1.437 -5.174 -1.075
C -0.599 4.088 -2.700
H -2.565 5.530 0.552
N 1.205 -1.768 -2.411
C 0.809 -0.512 -2.364
H -1.207 -6.442 -0.831
N 2.089 -1.832 -1.383
N -0.792 4.907 -0.447
C 2.040 2.228 -4.057
H 3.066 -3.183 2.246
C -1.704 -5.571 -1.244
H 0.103 -5.432 1.383
C -0.420 1.729 -5.399
C -3.065 -5.410 -1.032
```

Results
molecular weight	994.73	g/mol
frontier orbital gap	0.11367	Ha
total charge	-2
LUMO level	0.10750	hartree
E_HOMO	-0.17	eV
2S+1	1
total energy	-4336.9580	Ha

Entry 2:
This record from the OMol25 dataset describes a cluster of 8 separate species, C32H40F24O16 in total in a non-equilibrium geometry. The level of theory is ωB97M-V/def2-TZVPD.

Structure (XYZ):
```
112
Properties=species:S:1:pos:R:3
C 0.673 6.780 4.913
H 1.910 -1.537 -7.362
C 3.810 1.974 -5.135
H -0.976 5.755 5.880
H -0.730 -0.178 3.319
F -5.145 3.777 -1.659
C 0.333 1.964 4.946
H -2.360 -4.719 2.761
H 0.655 -3.412 -0.550
C -0.507 -1.138 2.852
C -1.922 2.376 0.551
O 1.230 -1.612 4.475
H -7.279 -0.209 0.856
H -1.861 -3.454 1.607
C 5.557 0.113 -1.532
H 4.349 -0.086 -8.637
F 3.539 -3.002 -4.628
F 1.444 -2.682 -5.112
C 3.199 -1.648 5.896
H 5.356 1.155 -1.779
C 0.095 -2.083 3.913
C 2.100 -2.468 5.131
H 0.411 5.988 6.913
F -3.722 0.400 3.782
O -6.809 1.438 -0.019
O -0.998 3.871 4.073
O -4.801 -0.964 1.310
O 6.188 -2.037 -2.492
H 5.796 -0.335 -3.648
O 0.494 4.334 5.750
O 3.082 0.772 -7.155
H 4.642 -0.388 -1.215
F 1.976 0.836 -1.682
H -0.566 -2.254 4.762
O 8.098 -2.527 -3.550
O 5.341 0.740 -6.647
H -8.935 1.250 1.520
H 0.192 -0.911 2.048
H -3.750 1.298 0.951
H -1.497 -1.853 -0.317
C 3.317 -0.039 -8.289
C 1.256 1.917 -1.578
O 0.641 1.472 0.743
C -3.996 -3.661 1.857
H -9.685 1.493 -0.088
H 3.030 -2.297 -8.561
C -4.810 -0.379 3.644
F -0.689 1.122 5.207
C 4.166 1.102 -6.387
F 2.807 -1.301 7.115
C 2.441 -2.349 -4.258
C -7.700 0.390 0.049
C -9.071 0.831 0.523
C -0.097 3.447 4.832
C -2.821 1.084 0.422
H -7.762 -0.269 -0.817
O 2.057 -3.696 5.138
C -0.632 -1.652 -0.949
H 7.304 -0.294 -2.677
F 4.278 1.439 -3.956
C -6.959 2.575 -0.857
H 3.663 -1.883 -7.143
F 6.605 -5.087 -3.895
H 0.089 -0.963 -0.508
O 2.836 -2.870 -1.873
H -4.740 -4.387 2.184
O -4.082 -2.550 2.822
F -6.372 4.836 -0.458
C 0.080 -2.961 -1.359
C 6.641 -4.379 -2.775
H 2.786 0.437 -9.113
O 0.646 -2.798 -2.639
F -5.859 0.347 3.421
O -0.957 2.420 -0.532
C 0.309 1.902 -0.376
F 1.235 1.802 5.953
H -9.666 -0.053 0.752
H -1.532 2.387 1.569
H -2.429 0.244 0.995
F 5.536 -4.488 -2.101
F -5.212 3.389 0.516
F 3.454 -0.477 5.325
C 2.014 -2.685 -2.795
H -1.114 -1.146 -1.784
F 2.519 2.135 -4.937
O -7.751 2.627 -1.809
H 1.682 7.069 5.206
C -5.888 3.640 -0.598
C 7.058 -2.876 -3.009
F 0.655 2.189 -2.798
C -4.608 -1.344 2.438
F -4.906 -1.082 4.821
H -3.043 0.780 -0.602
H -2.549 3.245 0.350
H -2.603 -5.040 1.090
C 6.261 -0.611 -2.701
F 0.951 1.530 3.801
C -2.599 -4.228 1.817
F 4.471 3.204 -5.198
F 2.157 2.896 -1.388
H -1.432 -1.457 2.371
H -0.623 -3.760 -1.592
H 0.808 6.441 3.886
H -4.237 -3.383 0.831
C 0.113 5.698 5.906
F 2.734 -1.026 -4.346
H 6.246 0.159 -0.689
C 2.898 -1.507 -7.822
H 0.088 -3.087 3.489
F 4.345 -2.289 6.035
H 0.063 7.672 5.053
F 7.570 -4.888 -1.993
```

Results
molecular weight	1136.61	g/mol
SMILES	CCOC(=O)C(F)(F)F.CCOC(=O)C(F)(F)F.CCOC(=O)C(F)(F)F.CCOC(=O)C(F)(F)F.CCOC(=O)C(F)(F)F.CCOC(=O)C(F)(F)F.CCOC(=O)C(F)(F)F.CCOC(=O)C(F)(F)F
frontier orbital gap	0.39984	Ha
total charge	0
LUMO level	0.00736	hartree
E_HOMO	-10.68	eV
2S+1	1
total energy	-4843.9571	Ha